38
Properties=species:S:1:pos:R:3:forces:R:3:mulliken_charge:R:1 method="wB97M-V/def2-TZVPD" homo_energy_ev=-7.3107 gap_ev=6.6 lumo_energy_ev=-0.7221 total_energy_ev=-68287.0226 de_lowest_kcal_mol=0.0
N 1.199 1.006 -1.094 1.323 -0.310 -0.542 0.0885
C 1.357 -3.762 0.024 0.226 0.489 -0.167 -0.7161
H -0.026 -1.154 3.560 0.142 0.341 0.250 0.2290
H -0.396 -2.756 0.833 0.195 0.249 -0.184 0.4830
H 0.641 2.995 -1.033 0.243 -0.243 -0.041 0.1791
H -3.683 1.300 -1.249 -0.137 -0.019 0.143 0.2066
C -4.017 -0.064 0.430 -0.409 0.157 -0.139 -0.0826
C 2.045 0.071 -1.599 0.288 1.757 -0.336 0.6041
H 4.074 2.112 -3.446 -0.070 -0.211 0.043 0.4181
C 2.735 -2.355 -1.379 -0.490 0.544 0.387 -0.6505
C 3.104 0.441 -2.450 -0.507 -0.019 0.276 -0.5968
H -0.798 2.790 -0.033 -0.192 -0.117 0.259 0.3866
H 3.779 -0.326 -2.814 -0.040 0.266 -0.092 0.2613
C -1.446 1.927 -0.221 -0.386 0.371 -0.371 -1.2868
O -0.858 -0.520 1.822 -0.040 -0.244 0.250 -0.5690
Zn -0.492 0.253 0.141 -0.063 0.221 0.431 0.1733
N 0.704 -1.494 -0.396 0.632 -0.437 -0.203 0.0197
C 3.266 1.782 -2.799 -0.284 0.133 0.279 -0.4199
H -0.729 0.498 3.647 0.009 -0.172 -0.076 0.2237
H 2.407 3.792 -2.500 0.291 -0.285 -0.140 0.3948
H 1.149 -4.703 0.527 0.074 0.181 -0.145 0.3762
C 2.375 2.726 -2.286 -0.226 -0.308 0.187 -0.7840
C -0.184 -0.214 3.001 0.118 -0.251 -0.406 -0.7261
H -4.320 2.094 0.198 0.060 -0.161 -0.119 0.3235
H -3.005 -0.046 0.838 -0.177 -0.013 -0.017 -0.1214
C -4.358 1.177 -0.401 -0.439 -0.017 -0.034 -1.0407
H 3.618 -2.147 -1.989 -0.308 -0.378 0.327 0.2344
H -5.375 1.126 -0.803 0.023 -0.161 0.057 0.3693
H -4.143 -0.959 -0.187 0.091 -0.034 0.104 0.2229
H -4.714 -0.147 1.271 0.117 -0.077 -0.053 0.2892
C 1.826 -1.307 -1.136 -0.495 -1.261 0.539 0.5004
C 2.495 -3.591 -0.775 -0.245 0.194 -0.101 -0.3725
C 1.362 2.290 -1.435 0.192 -0.483 -0.247 0.2198
H -1.746 1.996 -1.273 -0.079 0.222 0.114 0.3340
C 0.487 -2.679 0.199 0.389 -0.105 -0.458 -0.0499
H -2.331 2.014 0.411 0.396 0.163 -0.165 0.2664
H 0.804 0.243 2.795 -0.015 -0.119 0.302 0.1998
H 3.199 -4.407 -0.934 -0.207 0.136 0.087 0.4125



30
Properties=species:S:1:pos:R:3:forces:R:3:mulliken_charge:R:1 method="wB97M-V/def2-TZVPD" homo_energy_ev="-16.3086 / -15.2438" total_charge=+2 gap_ev="5.0 / 4.1" lumo_energy_ev="-11.3072 / -11.1499" total_energy_ev=-20165.3520
C 0.485 -1.104 0.679 -2.887 2.274 0.374 0.5564
N 1.829 -1.467 0.462 -0.682 0.423 0.696 -0.1703
H -0.559 1.395 1.848 0.183 -1.093 2.402 0.3346
H -1.865 -1.027 1.101 -0.921 0.490 -1.310 0.3671
H 2.920 2.349 -0.957 0.024 0.016 -0.312 0.4349
H 0.638 3.422 0.978 -1.302 -2.096 -1.259 0.4126
H 4.583 -1.913 -1.007 0.818 -0.102 -0.042 0.2900
H 2.066 -2.016 1.284 0.256 -0.538 -0.241 0.3426
C -2.398 -0.346 0.338 0.846 0.143 2.439 -0.5893
C 2.398 1.478 -0.541 1.228 1.325 -0.218 0.0117
H -0.053 3.016 -0.736 -0.059 -0.841 1.828 0.4143
H -4.399 -1.103 -1.863 -1.307 -0.152 -2.430 0.3078
H -3.095 0.161 1.000 -0.883 0.270 -0.360 0.5042
H -1.283 0.868 -1.151 -1.058 0.845 1.234 0.3625
C -4.181 -1.436 -0.920 -0.660 2.551 4.733 -0.6612
O -0.172 -1.518 1.621 2.456 0.308 -1.715 -0.5232
C 2.928 -1.029 -0.266 -1.111 -2.205 1.393 0.7123
C -1.267 0.642 -0.051 1.043 -2.220 -0.861 0.0010
C -0.956 1.709 0.955 -1.994 3.282 -3.102 -0.4714
H 3.423 -2.949 -0.249 0.487 -0.217 0.057 0.2999
N 3.822 -2.024 -0.367 -1.441 1.429 -0.616 -0.3211
H -1.849 2.490 1.032 1.843 -1.843 0.190 0.3846
N 1.319 1.743 0.061 0.409 -2.729 0.412 0.0270
O -0.041 -0.176 -0.250 2.326 -1.847 1.042 -0.4040
O -2.855 -0.921 -0.776 0.688 0.187 -0.664 -0.2712
C 0.209 2.495 0.283 1.046 4.374 -0.895 -0.6789
H -4.928 -0.935 -0.091 1.767 -1.165 -2.105 0.2959
H 4.116 0.348 -1.074 3.119 0.909 -1.708 0.4789
C 3.198 0.286 -0.677 -3.526 0.038 1.397 -0.7498
H -4.033 -2.440 -0.666 -0.706 -1.814 -0.356 0.3023



26
Properties=species:S:1:pos:R:3:forces:R:3:mulliken_charge:R:1 method="wB97M-V/def2-TZVPD" homo_energy_ev="-8.7447 / -8.1782" gap_ev="8.0 / 6.8" lumo_energy_ev="-0.6980 / -1.3945" total_energy_ev=-26887.3132 de_lowest_kcal_mol=131.0
H 0.651 -2.099 -2.315 0.621 2.067 1.101 0.2705
O -0.006 0.019 -0.181 -1.089 0.613 1.771 -0.4720
C -4.466 1.904 -1.155 -1.157 -1.223 -4.197 -0.6687
N 3.269 0.999 1.365 -0.231 -0.031 -0.884 -0.7990
H -5.405 1.341 -1.251 0.179 -0.179 0.239 0.2795
C 0.707 -0.924 -2.134 0.055 -3.514 -2.178 -1.1795
H 3.779 -0.660 -1.925 -0.135 0.404 0.282 0.3079
C -2.305 0.849 2.302 0.013 2.710 -2.204 -0.5119
H 3.026 1.402 2.286 -0.146 -1.339 -0.091 0.2496
O -3.494 -0.877 -0.945 -0.747 -1.598 -0.904 -0.5616
O -2.556 -0.171 1.358 -0.138 -0.708 -1.539 -0.2786
H 3.386 -2.013 -1.011 -0.803 -1.007 0.087 0.3689
H -2.156 0.318 3.207 -0.420 0.170 1.166 0.2477
P -2.827 0.163 -0.200 0.267 2.363 1.605 0.8264
H -0.283 -0.704 -2.512 -0.051 0.806 0.074 0.3251
N 2.430 0.252 0.805 0.104 4.068 3.597 0.3736
C 0.939 -0.405 -0.781 -0.772 -0.080 -1.577 0.6574
H 4.419 -0.877 -0.212 -2.001 0.345 -1.391 0.3110
H -4.768 2.911 -1.394 0.533 0.949 1.115 0.2785
H -3.854 1.600 -2.034 -0.619 0.248 -0.049 0.2547
C 2.295 -0.225 -0.350 1.776 -2.912 -0.835 0.4314
H 1.510 -0.618 -2.803 -0.178 0.191 -0.237 0.3278
H -3.148 1.603 2.098 1.037 -1.023 1.627 0.2812
O -3.755 1.568 -0.063 1.691 -0.775 2.827 -0.3052
C 3.470 -0.956 -0.913 2.983 0.378 0.342 -1.2132
H -1.367 1.441 2.051 -0.772 -0.923 0.251 0.1985



6
Properties=species:S:1:pos:R:3:forces:R:3:mulliken_charge:R:1 method="wB97M-V/def2-TZVPD" homo_energy_ev=-10.8971 gap_ev=11.5 lumo_energy_ev=0.5993 total_energy_ev=-4159.9036 de_lowest_kcal_mol=0.8
H 0.136 -0.989 -1.568 0.011 -0.029 0.009 0.3159
H 0.492 0.149 0.893 -0.109 0.063 -0.056 0.3589
H -0.713 0.140 1.812 -0.017 0.012 -0.004 0.3055
H -0.109 0.496 -1.816 0.008 0.064 0.028 0.3129
O 0.222 0.360 1.795 0.092 -0.036 0.062 -0.6488
O -0.028 -0.157 -1.115 0.016 -0.073 -0.038 -0.6444